DFT (ωB97M-V/def2-TZVPD) results for a gas-phase ion, C5H15N3 (charge +1).

Structure (ORCA input):
```
! RIJCOSX wB97M-V def2-TZVPD def2/J DEFGRID3
* xyz 1 2
N -1.263 0.349 -2.659
C -0.722 0.746 -1.375
C -1.477 1.108 -0.021
N -0.622 0.466 1.059
C 0.250 1.348 1.649
C -0.124 -0.890 0.768
C 1.438 -0.995 0.485
N 1.600 -2.380 0.180
H -1.965 0.967 -2.981
H -1.682 -0.685 -2.574
H -0.014 1.608 -1.525
H 0.310 0.001 -1.312
H -2.455 0.600 0.005
H -1.679 2.196 -0.206
H 0.843 1.977 0.871
H 1.012 0.942 2.525
H -0.377 2.090 2.152
H -0.591 -1.432 0.015
H -0.468 -1.526 1.808
H 1.749 -0.201 -0.105
H 1.991 -0.782 1.508
H 2.414 -2.880 0.601
H 1.832 -2.628 -0.869
*
```

**Largest force on an atom**: 5.62 eV/Å
**HOMO energy (alpha / beta)**: -13.5 / -13.5 eV
**Energy relative to the best compared isomer or geometry (same formula, charge and spin)**: 82.71 kcal/mol
**HOMO-LUMO gap (alpha / beta)**: 10.90 / 6.48 eV

DFT (ωB97M-V/def2-TZVPD) results for 2 unconnected molecules or ions with the total composition C5H15N3.

Structure (ORCA input):
```
! RIJCOSX wB97M-V def2-TZVPD def2/J DEFGRID3
* xyz 2 1
C 1.628 1.270 -0.018
C -3.341 0.273 -0.096
C 1.537 -2.194 -0.514
C -1.947 0.622 0.715
C -1.601 0.212 -0.590
N 2.830 1.750 0.153
N 1.013 0.189 0.077
N 1.651 -1.091 0.438
H 0.908 2.053 -0.233
H -3.810 -0.142 0.808
H -3.721 1.240 -0.240
H -3.849 -0.264 -0.991
H 2.157 -3.135 -0.282
H 0.426 -2.434 -0.572
H 1.791 -1.863 -1.435
H -1.642 -0.015 1.613
H -1.785 1.670 1.042
H -1.385 -0.774 -0.802
H -1.338 0.882 -1.498
H 2.938 2.741 -0.312
H 3.670 1.391 0.771
H 1.205 -1.242 1.307
H 2.667 -1.138 0.659
*
```

**Largest force on an atom**: 4.49 eV/Å
**HOMO energy**: -17.9 eV
**Energy relative to the best compared isomer or geometry (same formula, charge and spin)**: 152.92 kcal/mol
**HOMO-LUMO gap**: 10.38 eV

DFT (ωB97M-V/def2-TZVPD) results for 3 unconnected molecules or ions with the total composition C5H15N3O.

Structure (ORCA input):
```
! RIJCOSX wB97M-V def2-TZVPD def2/J DEFGRID3
* xyz 0 1
C -1.172 0.900 1.601
C 0.055 0.921 2.460
C -1.713 -0.290 1.144
O -0.201 1.913 -0.059
H -0.381 2.854 -0.136
H -1.823 1.760 1.689
H 0.568 1.879 2.387
H 0.753 0.141 2.155
H -0.225 0.748 3.504
H -1.254 -1.216 1.478
H -1.200 -0.390 -0.382
H -2.784 -0.345 0.985
C 0.455 -1.052 -1.644
N -0.653 -0.163 -1.413
N 0.079 -2.232 -2.344
N 2.158 0.400 -0.660
C 1.693 -0.787 -1.196
H -1.299 -0.202 -2.197
H -0.409 0.920 -1.058
H -0.385 -2.920 -1.759
H 0.855 -2.668 -2.822
H 1.459 1.064 -0.315
H 2.979 0.321 -0.084
H 2.444 -1.556 -1.333
*
```

**Largest force on an atom**: 1.71 eV/Å
**HOMO energy**: -7.3 eV
**Energy relative to the best compared isomer or geometry (same formula, charge and spin)**: 78.60 kcal/mol
**HOMO-LUMO gap**: 8.25 eV

DFT (ωB97M-V/def2-TZVPD) results for C5H15N3O in the gas phase.

Structure (ORCA input):
```
! RIJCOSX wB97M-V def2-TZVPD def2/J DEFGRID3
* xyz 0 1
C 2.733 0.224 -0.940
C 1.675 0.613 0.086
N 0.554 -0.314 0.039
O 1.006 -1.603 0.476
C -0.634 0.133 0.793
C -1.020 -0.794 1.942
N -1.768 0.303 -0.113
C -1.608 1.413 -1.033
N -2.097 -0.854 -0.861
H 3.193 -0.725 -0.675
H 3.508 0.985 -0.974
H 2.283 0.136 -1.926
H 2.120 0.645 1.092
H 1.280 1.602 -0.155
H 1.066 -2.139 -0.327
H -0.436 1.125 1.216
H -0.207 -0.846 2.661
H -1.223 -1.802 1.590
H -1.908 -0.396 2.423
H -1.482 2.331 -0.463
H -2.519 1.479 -1.624
H -0.755 1.282 -1.711
H -1.257 -1.261 -1.284
H -2.507 -1.537 -0.231
*
```

**Largest force on an atom**: 0.48 eV/Å
**HOMO energy**: -8.6 eV
**Energy relative to the best compared isomer or geometry (same formula, charge and spin)**: 73.78 kcal/mol
**HOMO-LUMO gap**: 9.46 eV
**SMILES string**: CCN(O)[C@H](C)N(C)N

DFT (ωB97M-V/def2-TZVPD) results for 3 unconnected molecules or ions with the total composition C5H15N3O2.

Structure (ORCA input):
```
! RIJCOSX wB97M-V def2-TZVPD def2/J DEFGRID3
* xyz 2 1
C 1.483 -0.161 -1.355
C 1.705 -0.006 0.136
C 0.738 0.799 0.849
C 0.770 2.178 1.180
N -0.347 2.462 1.943
C -1.096 1.311 2.080
N -0.439 0.321 1.448
N 0.359 -1.133 -1.679
H 1.250 0.840 -1.860
H 2.428 -0.497 -1.843
H 1.822 -0.999 0.617
H 2.700 0.440 0.236
H 1.519 2.928 0.950
H -0.518 3.410 2.328
H -2.063 1.228 2.612
H -0.725 -0.662 1.365
H 0.182 -1.799 -0.860
H -0.511 -0.585 -1.859
H 0.625 -1.719 -2.510
H -1.480 -2.892 0.690
H -0.127 -3.043 1.340
O -0.633 -2.449 0.780
H -2.436 0.769 -2.529
H -3.019 -0.676 -2.074
O -2.185 -0.064 -1.984
*
```

**Largest force on an atom**: 4.35 eV/Å
**HOMO energy**: -16.9 eV
**Energy relative to the best compared isomer or geometry (same formula, charge and spin)**: 6.28 kcal/mol
**HOMO-LUMO gap**: 10.77 eV

DFT (ωB97M-V/def2-TZVPD) results for a molecular structure, C5H15N5O4Pd.

Structure (ORCA input):
```
! RIJCOSX wB97M-V def2-TZVPD def2/J DEFGRID3
* xyz 0 1
Pd 0.160 0.073 0.156
N -0.272 2.268 -1.155
N 0.846 2.682 -1.848
C 1.991 1.958 -1.812
N 3.043 2.399 -2.510
N 1.978 0.873 -1.071
N 3.040 0.039 -1.017
O 4.074 0.288 -1.666
O 2.942 -0.942 -0.307
H -1.001 1.900 -1.743
H -0.602 2.945 -0.488
H 0.823 3.519 -2.405
H 3.003 3.206 -3.105
H 3.851 1.790 -2.493
C 0.717 -0.063 3.089
O -0.473 -0.625 2.549
C -0.306 -1.978 2.152
C -1.430 -2.357 1.197
O -1.185 -2.029 -0.165
C -0.296 -2.923 -0.811
H 0.988 -0.557 4.034
H 0.509 0.986 3.283
H 1.548 -0.152 2.384
H -0.329 -2.634 3.035
H 0.660 -2.103 1.647
H -2.321 -1.795 1.480
H -1.640 -3.431 1.283
H -0.603 -3.961 -0.631
H 0.736 -2.788 -0.483
H -0.354 -2.705 -1.875
*
```

**Largest force on an atom**: 1.39 eV/Å
**HOMO energy**: -5.6 eV
**HOMO-LUMO gap**: 6.02 eV

Number 1: molar mass 117.20 g mol⁻¹. Number 2: molar mass 117.20 g mol⁻¹. Number 3: molar mass 133.19 g mol⁻¹. Number 4: molar mass 133.19 g mol⁻¹. Number 5: molar mass 149.19 g mol⁻¹. Number 6: molar mass 315.63 g mol⁻¹.